ORCA calculation (the ωB97M-V functional and the def2-TZVPD basis) on a gas-phase ion, C8H7N2O2S (charge -1).

The LUMO energy is 3.32 eV. The calculation puts the energy relative to the best compared isomer or geometry (same formula, charge and spin) at 7.63 kcal per mole. The value obtained for the electronic energy is -26321.426 eV. The total charge is -1. Its SMILES is CO/C([O-])=N\C(=S)c1ccccn1.

Bonds (Å) are listed after each position.
Element x y z (Å)
1 S 0.772 -0.471 -3.482  C11 1.652
2 O 3.051 1.545 0.359  C8 1.211
3 O 1.716 -0.273 0.633  C7 1.403, C8 1.402
4 N -0.768 1.168 -0.510  C6 1.323, C12 1.321
5 N 2.037 0.604 -1.437  C8 1.327, C11 1.294
6 C -0.413 0.020 -1.065  N4 1.323, C10 1.389, C11 1.630
7 C 2.054 -0.272 1.994  O3 1.403, H15 1.094, H16 1.095, H19 1.091
8 C 2.299 0.738 -0.144  O2 1.211, O3 1.402, N5 1.327
9 C -2.787 0.148 0.238  C12 1.384, C13 1.390, H17 1.082
10 C -1.196 -1.127 -1.010  C6 1.389, C13 1.383, H14 1.079
11 C 0.960 0.093 -1.941  S1 1.652, N5 1.294, C6 1.630
12 C -1.929 1.228 0.116  N4 1.321, C9 1.384, H18 1.085
13 C -2.399 -1.059 -0.332  C9 1.390, C10 1.383, H20 1.084
14 H -0.863 -2.033 -1.492  C10 1.079
15 H 2.259 0.749 2.330  C7 1.094
16 H 2.946 -0.885 2.164  C7 1.095
17 H -3.731 0.249 0.758  C9 1.082
18 H -2.179 2.197 0.535  C12 1.085
19 H 1.208 -0.691 2.540  C7 1.091
20 H -3.040 -1.929 -0.253  C13 1.084